Entry 1:
Entry from the Open Molecules 2025 dataset: 5 unconnected molecules or ions with the total composition C30H62F2N7O9PS at a distorted geometry (the ωB97M-V functional and the def2-TZVPD basis).

Structure (XYZ):
```
112
Properties=species:S:1:pos:R:3:mulliken_charge:R:1
C 1.50376 1.85292 2.73241 -0.758
C 1.29151 3.17639 2.58605 -0.081
C 2.39848 4.22174 2.85754 -0.591
C 2.71064 5.18987 1.63181 1.047
C 2.78531 6.60056 2.21350 -0.390
N 2.86341 7.65073 2.61960 -0.596
C 1.51552 5.23913 0.58972 -0.924
C 0.22852 5.90880 1.21268 -0.629
C -1.01667 5.67194 0.26758 -1.331
C -1.48451 4.18546 0.21527 0.476
O -2.55753 3.96313 1.15213 -0.439
C -3.42936 2.96721 0.58190 -0.362
C 4.04566 4.76153 0.85017 1.602
C 3.75748 3.28453 0.48492 -0.632
N 3.56217 2.21105 0.21148 -0.593
N 4.22414 5.43503 -0.43542 0.718
C 4.70064 4.63360 -1.53098 0.323
O 5.78345 4.32936 -1.78047 -0.344
F 3.72295 4.24030 -2.40001 -0.221
C 4.65502 6.76148 -0.41357 0.397
O 5.12382 7.37472 0.44918 -0.298
F 4.50758 7.40246 -1.62120 -0.298
P 5.58979 4.64978 1.96813 0.482
O 5.68016 3.07038 2.53276 -0.516
O 5.49076 5.60534 3.31054 -0.493
S 7.24643 5.01475 1.08355 -0.421
H 2.23803 1.48099 3.48017 0.201
H 0.94683 1.13074 2.10065 0.184
H 0.26590 3.44494 2.25969 0.411
H 3.28868 3.67643 3.23187 -0.149
H 2.04260 4.86349 3.70004 0.376
H 1.76728 5.89621 -0.27911 0.819
H 1.30144 4.23927 0.15237 -0.110
H 0.02704 5.54340 2.24486 0.450
H 0.34127 7.01842 1.26814 0.479
H -1.83928 6.27829 0.71863 0.401
H -0.81590 6.11379 -0.73380 0.447
H -1.91523 4.01043 -0.80221 0.483
H -0.67077 3.43985 0.36856 -0.425
H -2.85726 2.20811 -0.00648 -0.094
H -4.11512 3.48633 -0.12522 0.365
H -3.96312 2.41943 1.38818 0.272
H 5.32449 3.03287 3.44032 0.390
H 5.18228 5.12876 4.10061 0.431
C -2.16332 -0.43948 -0.44781 -0.923
O -0.89717 -0.17562 0.13397 0.155
C 0.20123 -0.77665 -0.53725 -0.674
C 0.70169 0.00779 -1.76162 0.487
C -0.18915 -0.14646 -2.99018 -1.539
N 0.85702 1.43350 -1.45792 -0.425
H -2.21756 -1.44226 -0.88127 0.246
H -2.39630 0.31479 -1.20293 0.279
H -2.91682 -0.36114 0.33871 0.379
H 1.01203 -0.80520 0.19802 0.369
H -0.02444 -1.82037 -0.79218 0.018
H 1.68598 -0.39268 -2.02510 0.708
H -1.10758 0.43790 -2.91796 0.095
H 0.33537 0.19718 -3.88353 0.390
H -0.46084 -1.19192 -3.14909 0.320
H 1.52569 1.53156 -0.69587 -0.063
H -0.02171 1.75183 -1.05103 0.081
C -3.07633 -2.69340 6.26480 -0.645
O -2.32178 -1.86414 5.39802 -0.450
C -2.12169 -2.39433 4.09678 -0.482
C -3.29853 -2.17695 3.13136 1.184
C -4.47341 -3.11744 3.37811 -1.744
N -3.78108 -0.79039 3.17286 -0.665
H -2.88813 -3.75534 6.08347 0.284
H -4.14232 -2.47634 6.16820 0.237
H -2.78483 -2.46027 7.28994 0.272
H -1.25487 -1.85965 3.69450 0.123
H -1.83676 -3.45302 4.14911 0.480
H -2.93080 -2.37956 2.11941 -0.256
H -5.06132 -2.83166 4.25100 0.376
H -5.15090 -3.10859 2.52183 0.395
H -4.12907 -4.14505 3.51767 0.354
H -3.01388 -0.17154 2.91633 0.194
H -3.95737 -0.56198 4.14955 0.368
C 0.74169 -2.24164 -6.06640 -0.790
O -0.53773 -2.26384 -5.45692 -0.183
C -1.60967 -2.54801 -6.34262 -0.814
C -1.82038 -4.04593 -6.62765 0.342
C -0.80346 -4.63068 -7.60286 -1.395
N -1.80551 -4.83989 -5.39326 -0.726
H 0.70297 -1.85517 -7.08846 0.343
H 1.18681 -3.23889 -6.05517 0.266
H 1.38429 -1.58875 -5.47325 0.241
H -2.50755 -2.17197 -5.84259 0.344
H -1.50694 -1.97245 -7.27108 0.408
H -2.80767 -4.15278 -7.08816 0.414
H 0.17060 -4.79617 -7.14173 0.274
H -1.14809 -5.59799 -7.97305 0.354
H -0.66639 -3.97521 -8.46631 0.346
H -2.54804 -4.50817 -4.78159 0.270
H -0.95363 -4.59957 -4.88933 0.323
C 0.60558 -7.14836 -0.47634 -0.638
O 0.93288 -6.77854 0.85243 -0.408
C 0.80225 -5.39446 1.13187 -0.997
C -0.63248 -4.94302 1.45790 1.004
C -1.52912 -4.82243 0.22912 -1.538
N -1.27354 -5.83932 2.42903 -0.646
H 0.88097 -6.37364 -1.19754 0.274
H -0.45883 -7.37926 -0.55701 0.236
H 1.15826 -8.05727 -0.71721 0.273
H 1.41940 -5.21689 2.01777 0.408
H 1.23852 -4.79346 0.32355 0.425
H -0.56615 -3.94572 1.90691 0.042
H -1.85729 -5.79202 -0.14601 0.366
H -2.43007 -4.25441 0.47266 0.312
H -1.01555 -4.29788 -0.58112 0.282
H -0.71979 -5.84404 3.28294 0.290
H -1.17578 -6.78924 2.07494 0.312
```

SMILES: C=CC[C@](C#N)(CCCCOC)[C@@](C#N)(N(C(=O)F)C(=O)F)P(O)(O)=S.COC[C@@H](C)N.COC[C@@H](C)N.COC[C@@H](C)N.COC[C@@H](C)N
max |F|: 0.0894 hartree/bohr
LUMO: -0.29 eV
net charge: 0
HOMO level: -9.35 eV
total energy: -86528.400 eV

=====

Entry 2:
Entry from the Open Molecules 2025 dataset: a molecular structure, C30H63IN2O21P2S6 at a distorted geometry (the ωB97M-V functional and the def2-TZVPD basis).

Structure (XYZ):
```
125
Properties=species:S:1:pos:R:3:mulliken_charge:R:1
C 1.44802 6.19837 -0.05740 -1.332
C 0.12659 5.65024 0.43307 0.787
O -0.95436 5.96437 -0.41807 -0.447
C -1.02985 5.22147 -1.60469 -0.621
C -2.16137 4.19608 -1.53864 -0.704
O -2.38110 3.80078 -0.17762 -0.405
C -2.68245 2.47542 0.01694 -0.229
C -1.68677 1.47258 -0.15691 0.562
C -0.32611 1.96498 -0.57657 0.234
C 0.73184 1.95858 0.53340 -0.616
C 1.94609 2.80244 0.09723 0.538
C 3.27074 2.20263 0.45924 -0.994
O 4.33592 3.08282 0.06087 -0.531
C 4.70302 2.88916 -1.28904 -0.796
C -2.01056 0.14714 0.04691 -1.453
I -0.62703 -1.42542 -0.25594 0.151
C -3.32945 -0.17609 0.45456 0.868
N -3.86499 -1.37171 0.68038 -0.498
S -5.40518 -1.13481 1.09029 0.124
N -5.46019 0.45026 0.99535 -0.448
C -4.27334 0.86494 0.63251 0.684
C -3.94190 2.20740 0.40325 0.576
P -5.10087 3.59895 0.60996 -0.205
P -7.12070 2.94631 0.11951 1.097
O -7.74985 2.39403 1.31403 -0.712
O -7.87191 4.24074 -0.43829 -0.460
O -7.09110 1.91018 -1.10798 -0.502
H 1.71093 5.75400 -1.00991 0.301
H 1.36838 7.27294 -0.14235 0.377
H 2.21489 5.94811 0.66492 0.428
H -0.12219 6.08286 1.39385 0.365
H 0.18358 4.57684 0.60604 -0.500
H -0.08345 4.75990 -1.87609 0.174
H -1.26258 5.93108 -2.39151 0.454
H -3.06028 4.65987 -1.92703 0.598
H -1.92615 3.31162 -2.11570 0.321
H 0.01408 1.35371 -1.40896 0.590
H -0.36170 2.97519 -0.94806 -0.838
H 1.03056 0.96194 0.81145 0.188
H 0.29163 2.48683 1.37240 0.441
H 1.86273 3.81174 0.47618 -0.497
H 1.90015 2.90070 -0.98538 0.245
H 3.38389 2.09311 1.53469 0.476
H 3.43698 1.24492 -0.02326 0.728
H 5.14169 3.80352 -1.66106 0.280
H 3.85072 2.64646 -1.92064 0.360
H 5.40645 2.06461 -1.36892 0.238
H -4.77065 4.41778 -0.47538 -0.069
H -7.71880 4.33061 -1.38737 0.301
H -7.96600 1.89992 -1.52045 0.339
O 2.68420 -2.78688 -1.11093 -0.668
S 3.83234 -2.54380 -0.29326 1.240
O 4.72205 -1.47394 -0.64277 -0.586
O 4.65458 -3.88243 -0.15415 -0.267
C 5.05795 -4.57062 -1.36667 -0.480
C 6.19846 -3.88745 -2.08853 -0.715
C 3.36505 -2.38140 1.39116 -0.811
H 4.19068 -4.69548 -2.01559 0.320
H 5.36167 -5.56090 -1.03678 0.277
H 5.89757 -2.91495 -2.47608 0.290
H 6.52942 -4.49677 -2.92854 0.266
H 7.03869 -3.72476 -1.41270 0.273
H 2.70780 -3.20584 1.65282 0.352
H 2.84333 -1.43081 1.48663 0.200
H 4.25889 -2.37629 2.00856 0.343
O 4.85930 0.86770 3.90145 -0.649
S 6.21668 1.25464 3.63196 1.275
O 7.28549 0.39489 4.04095 -0.645
O 6.45287 2.70242 4.23848 -0.286
C 6.14646 2.90825 5.63540 -0.370
C 7.17026 2.28982 6.56560 -0.990
C 6.39035 1.66356 1.94264 -0.739
H 5.14185 2.53737 5.84373 0.334
H 6.12848 3.98841 5.76171 0.275
H 7.16700 1.20382 6.49600 0.304
H 6.94743 2.56652 7.59625 0.390
H 8.17330 2.63205 6.31267 0.260
H 5.58551 2.33279 1.65132 0.102
H 6.32605 0.73439 1.38285 0.346
H 7.36153 2.12708 1.78937 0.430
O -4.35393 -4.90755 0.69432 -0.611
S -3.72119 -5.46080 1.84772 1.240
O -2.70070 -6.45179 1.70390 -0.633
O -4.79787 -5.99165 2.88728 -0.275
C -5.76008 -6.96593 2.42213 -0.357
C -5.16622 -8.34821 2.24291 -0.986
C -3.13759 -4.12985 2.83630 -0.831
H -6.22164 -6.60664 1.50102 0.333
H -6.53186 -6.98514 3.18824 0.274
H -4.42964 -8.36465 1.44207 0.306
H -5.95480 -9.05923 1.99603 0.390
H -4.66641 -8.67147 3.15549 0.260
H -3.93471 -3.40430 2.96404 0.227
H -2.30428 -3.66557 2.32015 0.287
H -2.81319 -4.53245 3.79266 0.368
O -13.19346 4.02303 -1.66742 -0.654
S -13.50275 4.34426 -0.30609 1.233
O -13.11003 5.60769 0.23403 -0.607
O -12.97902 3.17722 0.62281 -0.273
C -11.57915 2.80489 0.51552 -0.456
C -10.63294 3.79740 1.14887 -0.561
C -15.21955 4.10587 -0.01109 -0.934
H -11.34098 2.63862 -0.53713 0.329
H -11.50738 1.84516 1.02214 0.270
H -10.64593 4.75225 0.62490 0.315
H -9.61528 3.39742 1.11537 0.052
H -10.91466 3.98817 2.18463 0.300
H -15.51491 3.13698 -0.40238 0.313
H -15.74280 4.90402 -0.53233 0.368
H -15.40118 4.17184 1.05768 0.311
O 7.94101 -5.38184 -4.74890 -0.588
S 9.01524 -5.25496 -5.68746 1.149
O 8.78087 -5.49735 -7.07557 -0.603
O 10.23089 -6.13996 -5.18970 -0.282
C 9.98392 -7.54160 -4.92558 -0.321
C 9.82629 -8.36301 -6.18833 -0.990
C 9.78868 -3.68837 -5.50068 -0.970
H 9.11483 -7.63833 -4.27378 0.305
H 10.85241 -7.87711 -4.36379 0.278
H 8.93114 -8.08021 -6.73901 0.306
H 9.74998 -9.41987 -5.93318 0.381
H 10.67921 -8.21593 -6.85008 0.269
H 9.98694 -3.51409 -4.44719 0.320
H 9.09293 -2.94697 -5.88654 0.371
H 10.70658 -3.68150 -6.08126 0.341
```

max |F|: 0.0290 hartree/bohr
LUMO: -0.72 eV
net charge: 0
HOMO level: -8.41 eV
total energy: -169797.524 eV